Formula: C5H35NO12
Source: the OMol25 dataset
Level of theory: ωB97M-V/def2-TZVPD

XYZ file:
```
53
Properties=species:S:1:pos:R:3:nbo_charge:R:1
C 2.12 2.71 3.23 -0.60
C 0.81 1.86 3.17 -0.41
C 0.74 1.09 1.85 -0.43
C 1.66 -0.12 1.80 -0.07
N 1.79 -0.58 0.39 -0.86
C 1.26 -1.22 2.84 -0.08
O 0.31 -2.18 2.38 -0.80
H 2.33 3.10 4.20 0.21
H 1.98 3.62 2.58 0.20
H 2.96 2.17 2.80 0.20
H -0.02 2.57 3.29 0.21
H 0.85 1.30 4.07 0.21
H 1.03 1.67 0.95 0.22
H -0.28 0.71 1.66 0.21
H 2.70 0.07 2.08 0.18
H 1.77 -1.59 0.33 0.38
H 0.96 -0.21 -0.06 0.36
H 0.78 -0.66 3.71 0.17
H 2.13 -1.84 3.10 0.19
H -0.29 -1.99 1.59 0.51
O 1.42 1.01 -3.27 -0.98
H 1.35 1.10 -4.23 0.49
H 2.38 0.98 -3.07 0.53
O -1.79 -0.76 -4.69 -0.98
H -2.21 0.10 -4.77 0.49
H -2.36 -1.47 -4.36 0.52
O -2.28 -3.08 -3.20 -0.97
H -1.62 -3.76 -3.29 0.49
H -2.20 -2.63 -2.36 0.49
O -2.22 3.21 -0.62 -0.96
H -2.52 4.14 -0.69 0.49
H -1.88 3.06 0.27 0.49
O -0.22 -0.91 -2.66 -1.03
H -0.55 -0.92 -3.61 0.50
H 0.47 -0.20 -2.71 0.50
O 0.02 3.23 -2.29 -1.04
H 0.36 2.42 -2.72 0.51
H -0.86 3.37 -1.92 0.50
O -1.68 -1.36 4.13 -0.97
H -0.96 -1.46 3.48 0.48
H -2.11 -2.22 4.13 0.47
O -2.10 0.05 -1.24 -1.01
H -1.98 0.97 -0.98 0.48
H -1.50 -0.03 -2.05 0.50
O -1.32 -2.01 0.23 -1.00
H -2.15 -1.81 0.67 0.49
H -1.28 -1.35 -0.51 0.53
O 3.40 1.03 -1.55 -0.98
H 3.01 0.65 -0.75 0.51
H 3.68 1.92 -1.33 0.48
O -2.30 -4.72 -0.10 -0.97
H -2.03 -3.79 -0.10 0.49
H -1.56 -5.25 0.19 0.47
```

Values from the calculation:
Energy relative to the best compared isomer or geometry (same formula, charge and spin)   2.300 eV
HOMO-LUMO gap   9.9 eV
E_tot   -31813.413 eV
SMILES string   CCC[C@H](N)CO.O.O.O.O.O.O.O.O.O.O.O
Highest occupied orbital energy   -9.79 eV
Molecular weight   301.3 u